Entry 1:
ORCA calculation (wB97M-V/def2-TZVPD) on 2 unconnected molecules or ions with the total composition C3H6N2O.

XYZ file:
```
12
Properties=species:S:1:pos:R:3:forces:R:3:lowdin_charge:R:1
C -1.084 -1.082 1.017 0.017 -0.152 0.199 -0.1845
N 1.991 0.080 0.963 -0.309 0.504 -0.956 0.1677
C 1.630 0.566 -0.026 0.323 -0.436 0.897 -0.1733
N -0.944 -0.237 -0.167 -0.223 0.025 -0.082 -0.0711
C 1.511 1.316 -1.295 -0.363 0.246 -0.292 -0.2462
O 0.484 1.686 -1.796 0.564 -0.173 0.313 0.0693
H -1.354 -2.100 0.723 0.038 0.132 0.039 0.0710
H -0.128 -1.138 1.550 -0.137 0.039 -0.056 0.0389
H -1.842 -0.725 1.726 0.073 -0.075 -0.141 0.0685
H -1.462 -0.606 -0.954 0.031 0.032 0.074 0.0684
H -1.299 0.698 -0.006 0.098 -0.078 -0.016 0.0671
H 2.498 1.541 -1.735 -0.112 -0.065 0.021 0.1242
```
Positions in Å, forces in eV/Å.

As for the SMILES: N#CC=O.CN. Its spin multiplicity is 1. The value obtained for the energy above the lowest of the compared OMol25 structures with the same formula, charge and spin is 55.78 kcal/mol. The calculation puts the LUMO energy at -0.4 eV. As for the largest force on an atom: 1.12 eV/Å. The total energy comes out at -8234.2797 eV. The value obtained for the orbital gap is 8.92 eV.

Entry 2:
ORCA calculation (wB97M-V/def2-TZVPD) on a molecular structure, C20H14N2O2S5SbV.

XYZ file:
```
45
Properties=species:S:1:pos:R:3:forces:R:3:lowdin_charge:R:1
V 1.918 0.767 0.569 0.146 -0.324 -0.204 0.1206
C -1.577 0.179 0.105 -0.002 -0.052 0.015 -0.0186
C -1.258 1.623 0.300 0.085 0.106 0.030 -0.2719
C -2.344 2.513 0.495 -0.019 -0.053 -0.004 -0.0154
C -2.136 3.851 0.576 -0.037 0.065 0.010 -0.0053
C -0.834 4.360 0.392 -0.003 0.055 0.009 -0.1661
C -0.560 5.747 0.358 -0.011 -0.046 -0.004 -0.0573
C 0.709 6.173 0.094 0.045 -0.009 -0.009 -0.0905
C 1.737 5.244 -0.148 0.038 0.042 -0.009 -0.1162
C 1.514 3.887 -0.102 -0.086 -0.142 0.038 -0.6022
S 2.793 2.746 -0.432 -0.093 -0.104 -0.023 0.6064
C 0.201 3.425 0.202 0.180 -0.097 -0.068 -0.2181
N -0.008 2.064 0.233 -0.123 0.048 0.159 0.0780
H -2.649 0.051 -0.033 0.002 0.004 -0.013 0.0841
H -1.246 -0.420 0.949 -0.004 -0.001 -0.009 0.0805
H -1.057 -0.193 -0.776 0.011 -0.025 -0.006 0.0615
H -3.338 2.097 0.576 0.004 -0.006 -0.001 0.1091
H -2.959 4.537 0.739 0.006 0.001 0.003 0.1173
H -1.368 6.449 0.526 -0.010 -0.009 0.005 0.1040
H 0.931 7.232 0.057 0.014 -0.002 -0.002 0.0996
H 2.737 5.589 -0.381 -0.018 0.033 0.002 0.0983
O 1.520 -1.764 3.239 -0.054 0.123 0.168 -0.0036
C 1.174 -1.446 2.125 -0.207 -0.100 -0.360 -0.7011
O 0.786 -0.249 1.766 0.202 -0.049 0.088 -0.2294
C 1.089 -2.559 1.032 -0.022 0.140 -0.160 -0.7244
C 0.133 -3.580 1.564 0.039 0.017 0.114 -0.0873
C -0.823 -4.133 0.829 -0.010 0.022 -0.056 -0.0346
C -1.002 -3.765 -0.566 -0.005 -0.033 0.036 -0.1663
C -1.920 -4.417 -1.378 -0.010 -0.009 0.008 -0.0552
C -2.086 -4.074 -2.709 0.012 0.020 -0.020 -0.1145
C -1.302 -3.054 -3.230 -0.007 -0.024 0.034 -0.1000
C -0.377 -2.388 -2.441 -0.023 0.003 -0.024 -0.0689
C -0.213 -2.723 -1.091 0.004 0.032 0.018 -0.2491
N 0.650 -2.024 -0.254 -0.008 -0.015 0.130 -0.4175
H 0.316 -3.850 2.596 -0.032 -0.027 -0.015 0.1158
H -1.473 -4.891 1.250 0.000 0.000 -0.001 0.1094
H -2.512 -5.215 -0.940 0.000 0.001 -0.004 0.1057
H -2.805 -4.594 -3.328 0.000 0.003 -0.003 0.0898
H -1.401 -2.769 -4.270 -0.002 0.001 -0.002 0.0968
H 0.223 -1.604 -2.876 0.002 0.006 0.008 0.0583
S 6.194 -2.784 1.021 -0.062 0.028 0.087 -0.3319
Sb 4.361 -2.178 2.172 0.264 -0.107 0.004 0.4417
S 3.840 0.398 1.358 -0.311 0.133 -0.020 0.0806
S 1.691 -0.854 -0.981 0.078 0.251 0.080 0.7202
S 2.732 -3.403 0.815 0.028 0.096 -0.029 0.4678
```
Positions in Å, forces in eV/Å.

Its total charge is -1. Its spin multiplicity is 2. The calculation puts the LUMO energy (spin up / spin down) at 1.3 / 1.8 eV. As for the largest force on an atom: 0.43 eV/Å. The total energy comes out at -114449.8020 eV. The value obtained for the orbital gap (spin up / spin down) is 5.82 / 6.34 eV.

Entry 3:
ORCA calculation (wB97M-V/def2-TZVPD) on C2H5PS in the gas phase.

XYZ file:
```
9
Properties=species:S:1:pos:R:3:forces:R:3:lowdin_charge:R:1
C -2.174 0.403 -0.191 0.564 2.969 0.487 -0.1361
C -1.185 -0.417 -0.361 3.360 -3.877 0.317 -0.5362
P 2.774 -0.448 -0.159 -2.104 0.456 -1.967 0.5125
S 0.536 0.174 0.235 -0.156 0.619 0.520 0.3635
H -1.872 1.426 0.202 -0.634 -1.149 -0.610 0.0712
H -3.188 0.297 -0.505 -0.441 -0.563 0.109 0.0498
H -1.153 -1.551 -0.531 -0.570 2.041 -0.311 0.0753
H 3.240 -0.750 1.065 -0.019 -1.057 1.892 -0.2221
H 3.022 0.866 0.245 0.000 0.563 -0.436 -0.1778
```
Positions in Å, forces in eV/Å.

As for the SMILES: C=CSP. Its spin multiplicity is 1. The value obtained for the energy above the lowest of the compared OMol25 structures with the same formula, charge and spin is 38.36 kcal/mol. The calculation puts the LUMO energy at -0.4 eV. As for the largest force on an atom: 5.14 eV/Å. The total energy comes out at -22276.2407 eV. The value obtained for the orbital gap is 8.20 eV.

Entry 4:
ORCA calculation (wB97M-V/def2-TZVPD) on C19H21NO5 in the gas phase.

XYZ file:
```
46
Properties=species:S:1:pos:R:3:forces:R:3:lowdin_charge:R:1
C 0.652 4.060 -3.859 0.026 0.373 -0.345 -0.0726
H 1.690 4.397 -3.860 -0.119 -0.008 -0.021 0.0948
O 0.350 3.290 -2.718 0.088 -0.291 0.224 -0.0673
C 0.998 2.122 -2.438 -0.029 -0.080 -0.001 -0.1798
C 0.512 1.489 -1.299 0.155 -0.110 -0.111 0.0490
C 1.042 0.291 -0.838 0.310 0.170 -0.316 -0.1368
C 2.112 -0.263 -1.529 -0.152 -0.023 0.150 -0.0113
C 2.605 0.351 -2.662 0.045 0.058 -0.039 -0.0002
C 2.064 1.536 -3.152 -0.169 0.172 -0.014 -0.1778
O 2.536 2.199 -4.251 -0.116 0.024 0.509 -0.0647
C 3.190 1.554 -5.341 0.202 -0.238 -0.506 -0.4042
C 4.668 1.243 -5.079 -0.330 0.156 0.087 -0.0393
H 5.202 1.228 -6.025 0.057 -0.021 -0.088 0.0817
H 5.100 2.018 -4.450 0.085 0.059 0.025 0.0883
H 4.811 0.280 -4.598 0.045 -0.085 0.038 0.0664
C 2.421 0.345 -5.868 0.015 0.347 0.188 -0.0343
H 2.424 -0.475 -5.155 0.011 -0.097 -0.003 0.0724
H 1.388 0.620 -6.071 -0.085 -0.014 -0.045 0.0866
H 2.880 0.006 -6.793 0.048 -0.052 -0.093 0.0854
H 3.152 2.346 -6.103 0.031 -0.210 0.119 0.1457
H 3.444 -0.098 -3.165 0.058 -0.009 -0.082 0.0975
H 2.552 -1.178 -1.164 0.049 -0.072 0.039 0.1194
C 0.559 -0.414 0.384 -0.181 0.077 -0.056 -0.4136
O 1.286 -1.139 1.034 0.052 -0.110 0.079 0.0788
N -0.757 -0.186 0.667 -0.093 0.306 -0.335 0.1334
C -1.526 -0.660 1.732 -0.148 -0.259 0.456 -0.2174
C -1.002 -1.456 2.741 0.050 -0.056 0.090 0.0792
C -1.814 -1.892 3.779 -0.289 0.053 -0.060 -0.1892
C -3.159 -1.513 3.827 0.102 0.010 0.061 -0.2076
C -3.681 -0.733 2.804 0.153 -0.162 0.177 0.0004
C -2.878 -0.315 1.763 0.085 -0.012 -0.005 -0.0311
H -3.298 0.292 0.975 -0.048 0.075 -0.093 0.1086
H -4.723 -0.461 2.848 -0.130 0.047 0.008 0.1202
O -3.989 -1.882 4.860 -0.090 0.071 -0.367 -0.0324
C -3.288 -2.361 5.985 0.436 -0.265 0.214 -0.1546
C -2.205 -3.347 5.547 -0.535 -0.016 0.274 -0.1513
H -1.661 -3.746 6.405 -0.092 0.012 -0.054 0.1320
O -1.254 -2.697 4.736 0.176 0.292 -0.279 -0.0190
H -2.673 -4.171 4.991 0.078 0.063 0.069 0.1391
H -4.026 -2.841 6.629 0.109 0.025 -0.012 0.1313
H -2.818 -1.525 6.520 -0.073 -0.079 -0.029 0.1387
H 0.033 -1.750 2.731 0.060 -0.031 -0.007 0.1149
H -1.267 0.386 0.009 0.167 -0.149 0.061 0.1269
H -0.281 2.004 -0.778 -0.087 0.063 0.058 0.1263
H -0.012 4.923 -3.796 0.048 -0.055 -0.026 0.0937
H 0.447 3.514 -4.783 0.026 0.051 0.060 0.0941
```
Positions in Å, forces in eV/Å.

As for the SMILES: COc1cc(C(=O)Nc2ccc3c(c2)OCCO3)ccc1OC(C)C. Its spin multiplicity is 1. The value obtained for the energy above the lowest of the compared OMol25 structures with the same formula, charge and spin is 57.62 kcal/mol. The calculation puts the LUMO energy at 0.7 eV. As for the largest force on an atom: 0.60 eV/Å. The total energy comes out at -31770.6664 eV. The value obtained for the orbital gap is 8.49 eV.